C31H29F5N2O6PSnTe as an isolated structure. Source: OMol25; level of theory: ωB97M-V/def2-TZVPD.

Summary:
* E_HOMO: -5.57 eV
* spin multiplicity: 1
* relative energy (zero: lowest compared OMol25 entry of this formula, charge and spin): 26.4 kcal per mole
* net charge: -1
* E_tot: -3082.875041 Ha
* M: 897.856 g mol⁻¹

Each line ends with the Löwdin charge.
Element x y z (Å)
Sn -1.33758 0.57952 0.33614  1.538
O -3.65528 -0.97178 0.69714  -0.312
C -4.13698 -2.16738 0.41294  -0.311
C -5.50368 -2.36128 0.17884  -0.024
C -6.03118 -3.60538 -0.07686  -0.076
C -5.20958 -4.72298 -0.08486  -0.112
C -3.86178 -4.56158 0.15074  -0.056
C -3.28978 -3.30368 0.38484  -0.071
C -1.84788 -3.21368 0.54534  -0.261
N -1.05588 -2.17248 0.35054  0.048
C 0.22352 -2.60818 0.50854  -0.147
C 0.22542 -3.93228 0.81894  -0.093
N -1.08878 -4.30788 0.83874  0.094
H -6.14718 -1.50068 0.19204  0.081
H -7.08938 -3.70208 -0.26836  0.102
H -5.62058 -5.70288 -0.28366  0.091
H -3.23218 -5.44238 0.12474  0.094
H 1.04252 -1.92888 0.39954  0.065
H 1.01392 -4.63438 0.99924  0.099
H -1.43058 -5.21708 1.10134  0.142
C 0.65192 0.98132 4.08374  -0.006
C -0.50798 1.65212 3.35514  -0.512
C -1.38958 2.48472 4.28084  -0.002
O -1.29398 0.62192 2.75634  -0.108
C 0.12132 2.61512 2.28914  -0.639
O 0.89722 3.46672 2.69464  0.027
O -0.19778 2.42182 1.07794  -0.164
H 0.29652 0.32092 4.87204  0.085
H 1.29632 1.74832 4.50394  0.088
H 1.22192 0.40632 3.35894  0.078
H -1.78888 1.87592 5.09294  0.090
H -2.21058 2.89962 3.69684  0.098
H -0.81288 3.30802 4.69574  0.091
H -2.20088 0.96702 2.68854  0.068
O 1.64722 0.29262 0.70654  -0.349
P 2.26762 0.67582 -0.57546  0.777
C 3.37492 2.11182 -0.46916  -0.262
C 3.14502 3.02072 0.55244  -0.049
C 3.93992 4.14932 0.66234  -0.059
C 4.96842 4.36852 -0.23826  -0.089
C 5.20122 3.45492 -1.25556  -0.093
C 4.40492 2.33022 -1.37806  -0.077
C 3.31572 -0.66528 -1.23806  -0.273
C 3.99292 -1.45898 -0.32416  -0.073
C 4.82562 -2.47008 -0.76606  -0.081
C 4.98292 -2.68968 -2.12386  -0.091
C 4.31522 -1.89468 -3.04026  -0.080
C 3.48802 -0.87778 -2.59816  -0.089
C 1.03812 1.02782 -1.86746  -0.336
C 0.74532 2.33472 -2.22656  -0.073
C -0.32208 2.59122 -3.07506  -0.058
C -1.08928 1.54692 -3.56786  -0.062
C -0.78348 0.23662 -3.22726  -0.087
C 0.27662 -0.02548 -2.37166  -0.153
H 2.33592 2.85222 1.24504  0.076
H 3.74432 4.85842 1.45074  0.108
H 5.59602 5.24602 -0.15166  0.098
H 6.00182 3.62432 -1.96236  0.097
H 4.57332 1.61752 -2.17436  0.098
H 3.85112 -1.26828 0.72924  0.111
H 5.36672 -3.07948 -0.05846  0.100
H 5.63142 -3.48198 -2.46536  0.098
H 4.44312 -2.06708 -4.09916  0.102
H 2.96922 -0.23848 -3.29736  0.108
H 1.34372 3.14392 -1.82996  0.111
H -0.55828 3.61042 -3.34596  0.108
H -1.93758 1.75272 -4.20366  0.113
H -1.38558 -0.57618 -3.60726  0.112
H 0.52002 -1.04508 -2.08946  0.108
F -5.75968 2.21242 -0.06826  -0.437
Te -4.44288 0.75872 -0.14386  1.823
F -3.29248 -0.21298 -1.53796  -0.466
F -4.00448 1.99412 -1.62486  -0.443
F -5.76678 0.03402 -1.36666  -0.376
F -5.72188 0.31692 1.31434  -0.414
O -3.29148 1.59562 0.93634  -0.664

CHN3O2 as an isolated structure. Source: OMol25; level of theory: ωB97M-V/def2-TZVPD.

Summary:
* E_HOMO: -11.11 eV
* spin multiplicity: 1
* relative energy (zero: lowest compared OMol25 entry of this formula, charge and spin): 31.0 kcal per mole
* E_tot: -353.383829 Ha
* M: 87.038 g mol⁻¹

Each line ends with the Löwdin charge.
Element x y z (Å)
O -1.60646 0.03485 -1.22238  0.099
C -0.50137 -0.05892 -0.74978  -0.577
N -0.27707 0.23745 0.65515  0.096
N 0.96035 0.03723 1.02360  -0.029
N 1.72198 -0.31016 0.15972  0.204
O 0.67338 -0.39144 -1.22396  0.047
H -0.97081 0.45100 1.35766  0.160

One molecule with the formula C12H21N5O3. Source: OMol25; level of theory: ωB97M-V/def2-TZVPD.

Summary:
* SMILES string: NCCCC[C@H](NC(=O)[C@@H](N)Cc1c[nH]cn1)C(=O)O
* E_HOMO: -8.84 eV
* spin multiplicity: 1
* relative energy (zero: lowest compared OMol25 entry of this formula, charge and spin): 29.4 kcal per mole
* E_tot: -969.380189 Ha
* M: 283.332 g mol⁻¹

Each line ends with the Löwdin charge.
Element x y z (Å)
N 4.98208 -1.08598 -0.37108  -0.027
C 3.84572 -0.54957 -1.10154  -0.295
C 3.22550 0.64166 -0.34570  -0.182
C 2.76745 0.35734 1.10241  -0.201
C 1.70198 -0.70155 1.29455  -0.145
C 0.40838 -0.34848 0.57709  -0.249
N -0.17290 0.73616 1.37601  0.121
C -1.25484 1.49514 0.98139  -0.446
O -2.02081 1.92355 1.80718  0.078
C -1.43214 1.91489 -0.50176  -0.302
N -0.24526 2.45029 -1.19335  0.053
C -1.93185 0.71087 -1.34437  -0.083
C -3.09423 -0.06695 -0.76132  -0.262
C -4.23622 0.34558 -0.19416  -0.061
N -4.95255 -0.75925 0.19021  0.080
C -4.19518 -1.82178 -0.19269  -0.164
N -3.04907 -1.46866 -0.76102  0.092
C -0.52941 -1.54272 0.56502  -0.521
O -1.22101 -1.77888 1.50426  0.133
O -0.53541 -2.23826 -0.59513  0.076
H 4.71876 -1.32694 0.59290  0.048
H 5.36332 -2.02650 -0.75652  0.110
H 4.20243 -0.22903 -2.06686  0.101
H 3.07818 -1.28198 -1.33272  0.098
H 2.37779 1.00098 -0.89474  0.079
H 3.92127 1.42228 -0.25342  0.093
H 3.62326 0.00676 1.70940  0.108
H 2.47846 1.34026 1.50211  0.114
H 2.03654 -1.68256 0.96935  0.126
H 1.46304 -0.71171 2.37100  0.130
H 0.60793 -0.05064 -0.43957  0.122
H -0.23680 0.50739 2.37689  0.156
H -2.21365 2.66433 -0.32328  0.142
H -0.24815 3.49758 -1.04613  0.104
H 0.56875 2.14085 -0.62591  0.057
H -2.24619 1.25458 -2.24318  0.119
H -1.10394 0.08613 -1.67605  0.105
H -4.66432 1.32962 -0.10285  0.129
H -5.82781 -0.72870 0.63521  0.135
H -4.50880 -2.80571 0.12178  0.123
H -1.45034 -2.62036 -0.55342  0.107

One molecule with the formula C4H13N3. Source: OMol25; level of theory: ωB97M-V/def2-TZVPD.

Summary:
* SMILES string: NCCNCCN
* E_HOMO: -8.19 eV
* spin multiplicity: 1
* relative energy (zero: lowest compared OMol25 entry of this formula, charge and spin): 29.9 kcal per mole
* E_tot: -324.427235 Ha
* M: 103.169 g mol⁻¹

Each line ends with the Löwdin charge.
Element x y z (Å)
N 2.24043 -2.20072 1.11604  -0.009
C 1.89067 -0.98698 0.44624  -0.302
C 0.43738 -0.57129 0.34734  -0.240
N 0.33377 0.89894 0.40713  -0.083
C -0.43080 1.60147 -0.60274  -0.244
C -1.96764 1.42535 -0.60224  -0.269
N -2.46030 0.07681 -0.92584  -0.017
H 2.03650 -3.09004 0.68892  0.066
H 2.80477 -2.15472 1.93654  0.055
H 2.30025 -0.94337 -0.57180  0.106
H 2.49630 -0.17252 0.86911  0.112
H -0.01037 -0.88728 -0.60846  0.096
H -0.27976 -1.02228 1.03875  0.105
H 0.05134 1.17936 1.33675  0.105
H -0.28851 2.65039 -0.39057  0.100
H -0.09024 1.28934 -1.58837  0.112
H -2.33700 1.57258 0.41958  0.106
H -2.40704 2.14981 -1.28470  0.099
H -2.19053 -0.57226 -0.20176  0.042
H -2.12923 -0.24263 -1.82994  0.061